Here is C33H50N3O3P2Pt as an isolated structure from OMol25. Energies are from ωB97M-V with the def2-TZVPD basis set.

```
92
Properties=species:S:1:pos:R:3:mulliken_spin:R:1
Pt 0.348 -0.401 -0.388 0.5974
P -0.904 1.322 -1.476 0.0521
P -0.381 -2.132 1.042 0.0869
O 2.102 1.034 0.704 -0.0016
O 2.059 -0.916 -1.817 0.0055
O 3.219 2.844 0.004 0.0009
N -0.648 0.786 1.294 0.1306
N 1.817 -1.701 -2.870 0.0048
N 5.482 1.630 -0.340 -0.0002
C 1.116 -3.796 -3.757 -0.0151
C 2.225 -2.275 1.780 -0.0033
C 1.202 2.152 -3.032 -0.0007
C -0.703 0.988 -4.198 0.0041
C -0.908 -1.245 2.529 -0.0040
C 1.561 -3.425 -5.043 0.0280
C -1.959 -1.849 6.139 0.0022
C -2.782 1.400 -1.574 0.0115
C -1.769 -3.310 0.547 0.0033
C -1.248 -1.878 3.725 -0.0015
C -3.361 1.281 -0.167 -0.0009
C -0.533 2.588 -0.234 0.0028
C -1.002 0.177 2.438 0.0029
C 4.431 0.764 0.186 -0.0002
C -0.395 2.095 1.095 -0.0372
C -3.281 2.685 -2.227 0.0036
C 1.243 -2.941 -2.709 0.0198
C -1.705 -1.172 4.826 -0.0054
C -2.601 -3.919 1.668 0.0053
C -2.681 -2.519 -0.391 0.0179
C -1.591 0.855 3.523 0.0051
C 1.082 -3.233 1.460 -0.0170
C 2.253 -1.316 -4.122 0.0199
C 0.057 4.819 0.487 0.0118
C 3.128 1.548 0.324 0.0050
C -0.323 3.928 -0.508 -0.0052
C 0.935 -4.295 2.541 0.0029
C 0.313 4.314 1.760 -0.0067
C 2.125 -2.147 -5.190 -0.0070
C -0.313 1.996 -3.116 0.0096
C 0.217 6.279 0.176 -0.0019
C 0.084 2.993 2.069 0.0279
C -1.916 0.200 4.689 0.0036
H 2.335 -1.546 0.973 0.0070
H 3.165 -2.811 1.899 -0.0012
H 2.469 -1.810 -6.155 -0.0007
H -1.801 1.909 3.426 -0.0007
H 1.846 -4.892 2.578 -0.0010
H -2.341 0.755 5.512 0.0008
H 0.706 4.977 2.520 0.0000
H 4.205 -0.114 -0.430 0.0011
H 6.386 1.368 0.033 0.0000
H -3.103 0.535 -2.165 0.0050
H 5.537 1.560 -1.351 0.0000
H 0.895 -3.147 -1.706 0.0180
H -0.237 0.024 -3.993 0.0048
H 1.299 -3.744 0.512 0.0047
H -3.026 -3.140 2.295 0.0000
H -4.360 2.767 -2.097 -0.0007
H -3.074 2.710 -3.293 0.0002
H 2.693 -0.335 -4.179 0.0004
H -1.278 -4.111 -0.021 0.0077
H -2.094 -2.034 -1.173 -0.0018
H -3.161 2.190 0.398 -0.0014
H -0.645 6.654 -0.378 0.0008
H -2.913 0.447 0.367 -0.0043
H 4.154 3.009 -0.242 -0.0001
H 0.324 2.621 3.054 0.0007
H -2.818 3.550 -1.756 -0.0001
H -1.120 -1.675 6.814 -0.0005
H -3.422 -4.491 1.236 0.0003
H 1.472 -4.093 -5.881 0.0028
H -1.144 -2.948 3.812 -0.0016
H 2.004 -1.732 2.699 0.0005
H 4.715 0.407 1.180 0.0001
H 1.104 6.442 -0.437 0.0009
H 1.622 2.401 -4.007 -0.0002
H -0.371 1.325 -5.181 0.0000
H 0.107 -4.970 2.339 -0.0009
H -2.078 -2.924 6.013 -0.0001
H -3.202 -1.751 0.177 -0.0017
H -1.784 0.841 -4.234 0.0029
H 0.800 -3.841 3.517 0.0009
H -4.439 1.127 -0.214 -0.0001
H -3.422 -3.170 -0.853 0.0015
H -2.853 -1.447 6.610 -0.0003
H 1.636 1.212 -2.687 0.0018
H 1.481 2.929 -2.321 0.0000
H -2.021 -4.593 2.293 -0.0003
H -0.458 4.299 -1.514 0.0005
H -0.774 2.964 -3.335 -0.0026
H 0.317 6.855 1.092 -0.0003
H 0.671 -4.768 -3.595 0.0000
```

Output
2S+1: 2
E_HOMO (spin up / spin down), eV: -5.41 / -5.58
E_LUMO (spin up / spin down), eV: -0.34 / -0.32
Expectation value of S²: 0.757

=====

Here is one molecule with the formula C4H4ClNO from OMol25. Energies are from ωB97M-V with the def2-TZVPD basis set.

```
11
Properties=species:S:1:pos:R:3:lowdin_charge:R:1
Cl 2.366 -0.321 -0.207 0.5670
O -2.419 0.323 -0.223 -0.0435
N -2.116 -1.016 -0.008 0.0716
C -0.812 -1.034 0.240 -0.0805
C 1.165 0.859 0.368 -0.5369
C -1.294 1.045 -0.131 -0.0961
C -0.207 0.305 0.163 -0.2706
H -0.401 -1.959 0.568 0.1051
H -1.427 2.090 -0.254 0.1305
H 1.364 1.721 -0.234 0.0642
H 1.297 1.085 1.432 0.0891
```

Output
2S+1: 1
SMILES: ClCc1cnoc1
E_HOMO, eV: -10.08
E_LUMO, eV: 0.79

=====

Computed maximum force, in the same sequence as the records: 2.693; 1.962 eV Å⁻¹.
Computed energy relative to the best compared isomer or geometry (same formula, charge and spin), in the same sequence as the records: 34.8; 32.9 kcal per mole.